1.
{"formula": "C6H3BrIN3", "method": "ωB97M-V/def2-TZVPD", "largest_force_ev_per_a": 2.7, "orbital_gap_ev": 8.75, "homo_energy_ev": -8.926, "multiplicity": 1, "e_tot_ha": -3266.410281, "symbols": ["Br", "C", "C", "N", "C", "N", "C", "C", "I", "C", "N", "H", "H", "H"], "coordinates": [[-0.92389, -2.02916, 3.35478], [-0.71648, -1.14323, 1.73063], [-1.62781, -1.40461, 0.68285], [-1.50789, -0.89855, -0.53933], [-0.46233, -0.06031, -0.66403], [-0.00822, 0.60293, -1.79815], [1.10620, 1.35492, -1.47669], [1.41455, 1.17970, -0.15680], [3.21071, 2.03269, 0.89654], [0.39583, 0.26116, 0.37359], [0.31982, -0.26155, 1.60173], [-2.45728, -2.06598, 0.90948], [-0.40839, 0.49710, -2.71762], [1.66517, 1.93487, -2.19697]], "forces_ev_per_a": [[-0.036, -0.118, 0.369], [1.539, 1.946, -1.073], [0.222, -0.110, 0.303], [0.743, 0.705, 0.122], [-0.629, -0.409, -0.963], [-0.561, -0.261, 0.141], [0.434, -0.256, 0.747], [0.563, 0.182, 0.669], [-2.093, -0.963, -1.139], [2.025, 0.958, 1.171], [-1.964, -1.664, -0.098], [0.011, 0.010, -0.314], [0.039, 0.093, 0.167], [-0.294, -0.111, -0.103]], "nbo_charge": [0.1009, 0.0485, -0.0235, -0.3665, 0.2834, -0.5303, -0.0473, -0.1752, 0.1362, 0.0533, -0.3537, 0.2117, 0.4274, 0.2349]}

=====

2.
{"formula": "C6H3Cl4NO2", "method": "ωB97M-V/def2-TZVPD", "largest_force_ev_per_a": 3.6, "orbital_gap_ev": 8.86, "homo_energy_ev": -9.589, "relative_energy_ev": 2.9098, "multiplicity": 1, "e_tot_ha": -2276.209664, "symbols": ["O", "N", "O", "C", "Cl", "C", "C", "C", "Cl", "C", "C", "Cl", "Cl", "H", "H", "H"], "coordinates": [[-1.08663, -1.59774, -1.61765], [-0.94694, -0.40179, -1.62359], [-0.65724, 0.37939, -2.51190], [-1.42029, 0.26424, -0.34939], [-2.95880, 0.86370, -0.85748], [-1.29893, -0.21092, 0.92368], [-0.11170, -1.01252, 1.42569], [1.05184, -0.45723, 1.23666], [2.39815, -1.40358, 1.62504], [1.20639, 0.89518, 0.68275], [1.33726, 0.84915, -0.63147], [1.62496, 2.38432, -1.44323], [1.84923, -0.52128, -1.54370], [-1.82268, 0.24646, 1.68262], [-0.36923, -2.04554, 1.75150], [1.20461, 1.76816, 1.25048]], "forces_ev_per_a": [[0.625, -0.092, -0.951], [-0.535, 1.240, 1.165], [-0.064, -1.302, 0.021], [-2.205, -2.355, 1.402], [-0.349, 1.137, 0.314], [2.788, -0.133, -2.341], [-3.292, -0.284, -1.277], [0.283, -0.121, 1.130], [1.550, -0.300, 0.461], [0.361, -2.693, -1.437], [2.470, 2.133, -0.547], [-0.329, -0.448, -0.095], [0.045, 0.155, 0.194], [-1.876, 0.848, 1.270], [0.760, 0.936, -0.051], [-0.235, 1.278, 0.741]], "nbo_charge": [-0.3262, 0.4944, -0.3456, 0.0361, 0.0515, -0.1731, -0.2347, -0.0523, 0.0480, -0.2994, -0.0442, 0.0273, 0.0837, 0.2264, 0.2529, 0.2553]}

=====

3.
{"formula": "C6H3FFeO8", "method": "ωB97M-V/def2-TZVPD", "largest_force_ev_per_a": 5.2, "orbital_gap_ev": [7.53, 5.72], "homo_energy_ev": [-13.473, -13.380], "total_charge": 1, "relative_energy_ev": 5.1591, "multiplicity": 6, "e_tot_ha": -2195.430853, "symbols": ["C", "C", "O", "C", "O", "O", "O", "F", "H", "O", "C", "C", "O", "C", "O", "O", "Fe", "H", "H"], "coordinates": [[-1.52622, 2.19392, -0.13899], [-0.81566, 1.28923, -0.99135], [0.17756, 1.89244, -1.76357], [0.35097, 3.23146, -1.56251], [-0.69100, 3.81181, -1.08531], [1.48364, 3.68255, -1.59492], [-1.70104, 1.94126, 1.11826], [-2.70094, 2.72019, -0.63892], [-1.49440, 0.60357, -1.50548], [-0.75168, -1.01373, 2.05931], [-0.09782, -1.74254, 1.29288], [0.18247, -1.65330, -0.10173], [1.34965, -2.43933, -0.26639], [1.54806, -3.16903, 0.82265], [2.16144, -4.18783, 0.90258], [0.71685, -2.70129, 1.81268], [-1.66730, 0.54550, 2.21436], [-0.16226, -0.15569, -0.58151], [-0.60773, -1.90830, -0.82004]], "forces_ev_per_a": [[-3.690, 3.665, -0.024], [2.903, -0.485, -3.076], [-2.031, -3.927, 0.307], [2.881, 3.184, 2.659], [-0.843, -1.926, 1.497], [-1.625, -0.968, -1.185], [0.912, 1.698, -1.415], [1.254, -1.487, 0.590], [0.100, 0.193, -0.430], [0.179, -1.843, -0.079], [1.842, -0.908, 1.124], [-0.751, 1.500, -1.608], [-0.652, 1.253, -1.233], [0.732, -3.339, -0.491], [-0.437, 2.067, 0.201], [-1.606, 1.883, 0.970], [-0.402, 0.369, 0.752], [1.054, -0.593, 1.133], [0.180, -0.335, 0.307]], "lowdin_spin": [0.0496, 0.3369, 0.2022, 0.0053, 0.0295, 0.0451, 0.1498, 0.0321, 0.0243, 0.1173, 0.0764, 0.1702, 0.0329, 0.0029, 0.0232, 0.0270, 3.6831, -0.0031, -0.0045]}

=====

4.
{"formula": "C6H3N", "method": "ωB97M-V/def2-TZVPD", "largest_force_ev_per_a": 4.6, "orbital_gap_ev": 8.55, "homo_energy_ev": -9.113, "relative_energy_ev": 1.8817, "multiplicity": 1, "e_tot_ha": -284.948511, "symbols": ["C", "C", "C", "C", "C", "C", "N", "H", "H", "H"], "coordinates": [[0.42703, -0.44183, 0.11248], [0.08466, -0.61434, 1.41722], [-0.48430, -0.48707, -0.92666], [-0.94640, -1.18604, -2.15244], [-2.14094, -1.35620, 2.26891], [-1.53804, -0.05344, -1.57195], [-1.10056, -0.99691, 1.84948], [1.53578, -0.49549, 0.05603], [0.86745, -0.35962, 2.26629], [-2.24387, 0.61608, -1.42305]], "forces_ev_per_a": [[1.792, -0.489, 3.475], [3.970, 1.591, 0.302], [0.009, -1.827, -2.701], [0.493, 0.922, 1.152], [0.711, 0.234, -0.308], [2.096, -2.543, -0.174], [-3.186, -0.560, 1.077], [-0.906, 0.653, -0.875], [-1.554, -1.048, -1.932], [-3.424, 3.066, -0.015]], "nbo_charge": [-0.2566, 0.0036, -0.0334, -0.0074, 0.3477, -0.1862, -0.5714, 0.2641, 0.2291, 0.2105]}

=====

5.
{"formula": "C6H3NO", "method": "ωB97M-V/def2-TZVPD", "largest_force_ev_per_a": 7.9, "orbital_gap_ev": 8.77, "homo_energy_ev": -10.311, "relative_energy_ev": 3.3775, "multiplicity": 1, "e_tot_ha": -360.247333, "symbols": ["C", "C", "C", "C", "C", "C", "H", "H", "H", "N", "O"], "coordinates": [[-1.71918, -0.64850, 0.09271], [-0.19918, -0.13760, -0.05048], [0.80515, -1.11722, -0.05144], [2.21679, -0.87685, -0.04222], [-0.06708, 1.33583, -0.13825], [0.00372, 2.51111, -0.16805], [-2.54294, 0.16657, 0.86072], [0.54301, -2.09682, 0.02374], [-0.26072, 3.57551, -0.14517], [3.35272, -0.87690, -0.08779], [-2.13228, -1.83514, -0.29377]], "forces_ev_per_a": [[-2.379, -3.990, 0.376], [-0.103, -1.089, -0.224], [-1.488, 5.027, 0.129], [-1.888, -0.135, -0.277], [0.222, -4.785, 0.359], [-0.998, 3.602, 0.069], [2.569, -2.391, -2.630], [-0.955, -2.637, 0.134], [0.779, -1.005, -0.127], [1.649, 0.254, 0.048], [2.592, 7.148, 2.143]], "nbo_charge": [0.3996, -0.1029, -0.2082, 0.2325, -0.0863, -0.1346, 0.1616, 0.2512, 0.2532, -0.2529, -0.5132]}

=====

6.
{"formula": "C6H3NO", "method": "ωB97M-V/def2-TZVPD", "largest_force_ev_per_a": 8.4, "orbital_gap_ev": 7.92, "homo_energy_ev": -10.009, "relative_energy_ev": 5.7117, "multiplicity": 1, "e_tot_ha": -360.161555, "symbols": ["C", "C", "C", "N", "C", "O", "C", "C", "H", "H", "H"], "coordinates": [[-0.57239, -3.15567, 1.14408], [-0.10775, -2.11681, 0.47910], [0.35554, -0.69998, -0.09491], [0.30831, 0.26267, 0.80459], [0.14114, 1.62573, 0.07250], [-0.56147, 2.68475, 0.46771], [0.22438, 1.11980, -1.30660], [0.41993, -0.14187, -1.38826], [-0.96195, -4.06507, 1.99441], [0.27915, 1.61043, -2.30681], [0.25126, -0.64924, -2.49689]], "forces_ev_per_a": [[1.884, 3.928, -1.341], [-1.563, -3.873, 2.973], [-1.993, -1.042, 5.747], [-0.205, 0.192, 0.686], [-5.072, 1.989, 1.646], [5.061, -6.463, -1.744], [1.142, 4.524, -3.470], [-1.148, -4.161, -5.821], [1.452, 3.410, -3.435], [-0.509, 0.591, 1.396], [0.951, 0.904, 3.362]], "nbo_charge": [-0.2109, -0.0847, 0.2163, -0.4205, 0.6217, -0.4328, -0.2700, -0.2270, 0.3189, 0.2392, 0.2500]}